Entry from OMol25: a 2-piece molecular cluster, CH7N4OS overall (ωB97M-V/def2-TZVPD).

CARTESIAN COORDINATES (ANGSTROEM)
N1 -0.8882 1.1924 2.6877
O1 -0.2629 0.9677 3.8055
H1 -0.9127 2.2548 -0.0965
H2 2.2031 -0.1884 0.6823
N2 -0.4196 1.4782 0.3055
C1 -0.6021 1.3209 1.5611
N3 -0.0392 -0.4216 -1.4822
N4 0.6097 -1.1862 -0.3993
H3 -0.3328 0.6861 -0.5658
H4 -0.9896 0.7252 4.4884
H5 0.5539 0.2518 -1.8941
H6 -0.6688 -0.9818 -2.1323
H7 0.4881 -2.1790 -0.6191
S1 2.2690 -0.9261 -0.4545

Cartesian forces, eV/Å:
-0.7230 -0.8202 -0.8304
-0.9102 -0.3264 3.0851
0.1771 1.0343 0.0766
0.6560 -0.1339 -0.3713
-0.6059 -0.4466 -0.2461
0.3554 0.2217 -1.6417
-2.4734 -0.7622 0.7600
-0.8763 -0.8017 -1.4631
-0.7223 -0.5500 1.1256
1.6010 0.5662 -1.4385
1.4289 -0.1272 -1.3604
1.3251 1.1379 1.1437
-0.3408 0.3482 0.1087
1.1084 0.6599 1.0517

Results
Calculated total energy (eV): -19981.7053
E_LUMO (eV): -4.0
Molar mass (g/mol): 123.2
HOMO level (eV): -13.345
Net charge: +1
Energy relative to the best compared isomer or geometry (same formula, charge and spin) (kcal/mol): 75.7